<1>
Density functional theory data (the ωB97M-V functional and the def2-TZVPD basis) for a cluster of 2 separate species, C3H10N2O2 in total.

XYZ file:
```
17
Properties=species:S:1:pos:R:3
C -0.5426 -0.1032 1.3475
N -0.6415 0.4773 0.0415
C -1.4041 0.0079 -1.0507
O -2.4900 -0.6223 -0.8809
C -0.7365 0.4251 -2.3834
N 0.5046 -0.2672 -2.7593
H -0.5783 0.5002 2.3537
H -1.5261 -0.6535 1.4284
H 0.4476 -0.6078 1.3511
H 0.0104 1.1943 -0.1502
H -0.6698 1.4102 -2.0866
H -1.5116 0.4112 -3.2127
H 0.4568 -1.2691 -3.0445
H 1.2190 0.2787 -3.2984
O 2.3446 -0.5050 3.8067
H 2.8899 -1.0293 4.3980
H 2.2275 0.3524 4.1395
```

Results
- SMILES: CNC(=O)CN.O
- LUMO: 0.7503 eV

<2>
Density functional theory data (the ωB97M-V functional and the def2-TZVPD basis) for a cluster of 2 separate species, C3H10N2O2 in total.

XYZ file:
```
17
Properties=species:S:1:pos:R:3
C -0.8419 0.6096 1.0231
N 0.2659 -0.0953 0.4019
C 1.0552 -0.9038 1.2056
O 1.1439 -0.7238 2.4041
C 1.8725 -1.9288 0.3873
N 2.0339 -1.5894 -1.0082
H -1.7089 0.8601 0.4245
H -1.2002 0.1863 1.9642
H -0.3738 1.5262 1.4271
H 0.7362 0.3813 -0.3432
H 1.4066 -2.8500 0.7709
H 2.8283 -1.9808 0.9441
H 3.0167 -1.3936 -1.1169
H 1.8000 -2.3735 -1.5917
O -4.1762 3.0781 -2.4201
H -3.3437 3.2284 -1.9498
H -4.5143 3.9690 -2.5230
```

Results
- SMILES: CNC(=O)CN.O
- LUMO: 0.7205 eV

Most stable structure - <2>; separation to the second - 0.691 eV.

<1>
Density functional theory data (the ωB97M-V functional and the def2-TZVPD basis) for the molecule C2H3NO2S.

XYZ file:
```
9
Properties=species:S:1:pos:R:3
H -1.8709 -0.4073 0.2273
N -1.0949 0.2378 0.1042
C 0.0502 -0.2728 0.1377
C 1.2796 0.6675 -0.0884
S 2.7504 -0.0107 0.1319
O 3.9181 0.7948 -0.0671
O 2.8412 -1.4385 0.1850
H 0.3382 -1.3112 0.2868
H 1.1838 1.7300 -0.0595
```

Results
- SMILES: [H]/N=C/C=S(=O)=O
- LUMO: -0.7129 eV

<2>
Density functional theory data (the ωB97M-V functional and the def2-TZVPD basis) for the molecule C2H3NO2S.

XYZ file:
```
9
Properties=species:S:1:pos:R:3
S 0.1950 2.6808 -0.4520
C 0.0093 1.1218 -0.2690
N 0.4375 0.0967 -1.1024
O 0.3736 -1.1242 -0.4413
C -0.4484 -0.8789 0.7271
O -0.6128 0.5196 0.7584
H 1.3627 0.1861 -1.5219
H 0.1016 -1.2474 1.6259
H -1.4185 -1.3545 0.6753
```

Results
- SMILES: S=C1NOCO1
- LUMO: 0.6935 eV

<3>
Density functional theory data (the ωB97M-V functional and the def2-TZVPD basis) for a cluster of 2 separate species, C2H3NO2S in total.

XYZ file:
```
9
Properties=species:S:1:pos:R:3
C 1.4565 -0.1416 -0.8415
C 0.3590 -0.4169 0.0425
N 3.1858 0.9114 0.5891
O 1.8271 -0.0186 -1.9369
O 4.5664 -0.4749 2.0437
S 3.5052 -0.5053 1.0383
H -0.0061 0.4846 0.4379
H 0.8975 -1.0770 0.7209
H -0.3319 -0.8884 -0.6108
```

Results
- LUMO (spin up / spin down): -0.8562 / -0.8548 eV

<4>
Density functional theory data (the ωB97M-V functional and the def2-TZVPD basis) for the molecule C2H3NO2S.

XYZ file:
```
9
Properties=species:S:1:pos:R:3
O -2.3189 -0.2626 -0.3033
N -0.9110 -0.4508 -0.0460
C -0.3704 0.6896 -0.0837
O 0.9659 0.8646 0.0526
C 1.7933 -0.2687 0.1953
S 3.3742 -0.1613 -0.2519
H -2.8369 -0.9189 0.0927
H -0.9663 1.6110 -0.2898
H 1.2701 -1.1029 0.6340
```

Results
- SMILES: O/N=C/OC=S
- LUMO: -0.5496 eV

Most stable structure - <2>; separation to the second - 0.426 eV.

<1>
Density functional theory data (the ωB97M-V functional and the def2-TZVPD basis) for the molecule C4H5NO4.

XYZ file:
```
14
Properties=species:S:1:pos:R:3
O 3.3928 -0.2320 -0.1286
C 2.2262 -0.0957 -0.1371
C 1.1067 -0.9635 0.2939
C -0.0209 -0.3388 -0.0341
C -1.4295 -0.8497 -0.0616
O -2.4056 0.0528 -0.4330
N 0.2135 0.9668 -0.4621
O -0.0698 1.9273 0.5743
O 1.6149 1.0660 -0.5576
H 1.3130 -1.9722 0.6463
H -1.5493 -1.6312 -0.7640
H -1.6589 -1.3610 0.8754
H -2.3980 0.7597 0.2049
H -0.3352 2.6715 -0.0166
```

Results
- SMILES: O=c1cc(CO)n(O)o1
- LUMO: -0.0117 eV

<2>
Density functional theory data (the ωB97M-V functional and the def2-TZVPD basis) for the molecule C4H5NO4.

XYZ file:
```
14
Properties=species:S:1:pos:R:3
O 2.1002 1.3261 0.6522
C 1.1738 0.7794 0.0793
C 1.2606 -0.7035 0.1152
O 0.2157 -1.4346 -0.4557
C -1.0399 -1.2617 0.2374
O -1.2278 0.0488 0.7185
N -1.2207 0.9492 -0.3800
C 0.0064 1.5159 -0.6085
O 0.1054 2.5014 -1.3015
H 2.1538 -0.9332 -0.4956
H 1.4175 -1.0168 1.1784
H -1.8414 -1.4057 -0.4906
H -1.1020 -1.9138 1.1552
H -2.0017 1.5485 -0.4042
```

Results
- SMILES: O=C1COCONC1=O
- LUMO: -0.0535 eV

<3>
Density functional theory data (the ωB97M-V functional and the def2-TZVPD basis) for a structure of composition C4H5NO4.

XYZ file:
```
14
Properties=species:S:1:pos:R:3
C 0.4084 -0.5781 -0.5918
N -0.1921 -0.1275 -1.7342
O 0.7640 -1.8682 -0.5260
O 1.3957 0.1982 -0.0816
H 0.1947 -2.4035 -1.0947
H -0.4232 0.8611 -1.7111
H -0.4773 -0.7962 -2.4374
C 0.8176 1.4236 0.4961
O 1.3626 1.6379 1.6836
C -0.8941 -0.2282 0.7936
C -1.9085 -0.4637 1.4138
O 0.2481 2.2191 -0.1821
H 1.5529 0.7898 2.1115
H -2.8489 -0.6643 1.8603
```

Results
- LUMO: 0.3997 eV

Most stable structure - <2>; separation to the second - 0.944 eV.

<1>
Density functional theory data (the ωB97M-V functional and the def2-TZVPD basis) for the ion C4H11N2 with charge +1.

XYZ file:
```
17
Properties=species:S:1:pos:R:3
C 1.0486 0.8738 -0.5041
C -0.0877 0.9128 0.4972
C -0.2049 0.4429 1.9083
C 0.3515 -1.5535 -0.4130
N -0.9557 -0.0755 -1.6261
N -0.0092 -0.1102 -0.6396
H 0.9965 1.5240 -1.2684
H 1.9643 0.5824 -0.2768
H -0.8571 1.7103 0.2365
H -0.9471 0.9401 2.4939
H 0.7770 0.5765 2.5516
H -0.4762 -0.6953 1.8601
H -0.4294 -1.9789 0.1439
H 0.3518 -1.9755 -1.4775
H 1.2409 -1.6632 0.1525
H -1.9269 -0.1866 -1.3391
H -0.8366 0.6759 -2.2993
```

Results
- Net charge: +1
- Multiplicity: 3
- LUMO (spin up / spin down): -3.1339 / -8.8715 eV

<2>
Density functional theory data (the ωB97M-V functional and the def2-TZVPD basis) for a cluster of 2 separate species, C4H11N2 in total.

XYZ file:
```
17
Properties=species:S:1:pos:R:3
C -3.0323 -0.2688 -0.5611
C -0.7985 -1.2385 -0.7973
C 0.8354 1.6317 0.1383
C 2.1599 -0.4017 0.5675
N -1.8540 -0.6109 -0.5584
N 0.7936 0.2024 0.3354
H -3.5337 0.6878 -0.3136
H -3.8443 -1.0635 -0.3971
H 0.2309 -0.0424 1.2868
H -0.3643 -1.9384 -0.0019
H -0.2848 -1.2034 -1.7279
H 0.6926 2.0759 1.0745
H 1.6641 1.8965 -0.5286
H -0.1570 1.8042 -0.2090
H 2.6718 -0.6187 -0.4165
H 2.7223 0.4027 0.9790
H 2.0982 -1.3149 1.1299
```

Results
- Net charge: +1
- Multiplicity: 3
- LUMO (spin up / spin down): -3.2868 / -7.7523 eV

Most stable structure - <2>; separation to the second - 3.286 eV.

<1>
Density functional theory data (the ωB97M-V functional and the def2-TZVPD basis) for a structure of composition C6H12N2O.

XYZ file:
```
21
Properties=species:S:1:pos:R:3
C 1.5910 0.8592 -0.9997
C -0.9539 -1.3271 -1.2398
C -0.6209 -1.2935 1.2632
C -1.1733 0.8593 0.0290
C 0.8430 0.8295 0.3139
C -0.6587 -0.4873 -0.0190
N 1.6655 0.6925 1.4080
O -2.3618 1.2346 -0.4840
N -0.2703 1.6915 0.4786
H -2.3859 2.2017 -0.5038
H 1.2482 0.7868 2.3193
H 2.6522 0.5321 1.2914
H 2.2714 1.7173 -1.0057
H 0.9002 0.9555 -1.8320
H 2.1846 -0.0464 -1.1326
H -1.9097 -1.8560 -1.1447
H -1.0012 -0.7232 -2.1462
H -0.5998 -0.6568 2.1457
H -1.5026 -1.9407 1.3315
H -0.1779 -2.0863 -1.3689
H 0.2598 -1.9425 1.2957
```

Results
- LUMO: 0.8688 eV

<2>
Density functional theory data (the ωB97M-V functional and the def2-TZVPD basis) for a structure of composition C6H12N2O.

XYZ file:
```
21
Properties=species:S:1:pos:R:3
C -0.2387 0.2748 -0.9179
C 1.0001 -0.4830 -1.3288
C 2.1062 0.0065 -0.4235
C 0.5526 -1.3045 1.5968
C -1.0114 0.0865 0.2116
C -0.6015 -0.5444 1.4248
N -0.6222 1.2581 -1.8211
N -2.2395 0.8306 0.3269
O -1.2218 -0.1138 2.5723
H -1.6253 0.7498 2.3978
H 0.0100 1.4048 -2.5920
H -0.9882 2.1175 -1.4374
H -2.9412 0.2728 0.8018
H -2.5999 1.0754 -0.5862
H 1.1908 -0.3290 -2.3998
H 0.8482 -1.5503 -1.1651
H 3.0137 -0.5882 -0.4545
H 2.3182 1.0654 -0.5460
H 0.6996 -2.1468 0.9343
H 0.7445 -1.6162 2.6152
H 1.6059 -0.4662 0.7910
```

Results
- LUMO: 0.8249 eV

Most stable structure - <1>; separation to the second - 1.302 eV.

<1>
Density functional theory data (the ωB97M-V functional and the def2-TZVPD basis) for a cluster of 2 separate species, C6H12N2O in total.

XYZ file:
```
21
Properties=species:S:1:pos:R:3
C 1.7819 0.4300 0.2904
C -0.1392 1.1000 -0.5212
N 2.3782 0.0114 -0.8249
C -0.7159 1.8689 0.4260
O 0.2730 1.6862 -1.6759
H 0.3800 0.9418 -2.3054
H 2.7810 0.7319 -1.4094
H 1.8482 -0.7008 -1.3646
H 1.3991 -0.3190 0.9659
H 2.0942 1.3741 0.7099
H -0.9655 1.4559 1.3922
H -0.9406 2.9130 0.2427
C -1.5841 -1.0821 0.0879
C -1.0333 -1.5549 1.4395
C -0.5161 -0.5187 -0.8321
N 0.0471 -1.0385 -1.7833
H -2.0326 -1.9267 -0.4363
H -2.3590 -0.3270 0.2403
H -0.2480 -2.3002 1.2972
H -1.8262 -2.0136 2.0338
H -0.6221 -0.7318 2.0273
```

Results
- LUMO (spin up / spin down): -0.5069 / -0.5102 eV

<2>
Density functional theory data (the ωB97M-V functional and the def2-TZVPD basis) for the molecule C6H12N2O.

XYZ file:
```
21
Properties=species:S:1:pos:R:3
H -1.9022 2.0445 -1.6456
N -2.1595 1.3604 -0.9166
C -1.1283 1.3229 -0.1440
C 0.1198 2.0876 -0.4339
C 0.1291 1.0284 0.5912
C 0.6737 -0.3180 0.3075
C 1.5889 -0.5144 -0.8886
O 1.3346 -0.7619 1.4765
C -0.7427 -1.3678 0.0459
N -1.4203 -1.7131 1.2773
H 0.5482 1.9687 -1.4214
H 0.1048 3.1201 -0.1047
H 0.0941 1.3179 1.6377
H 2.4785 0.1207 -0.8006
H 1.9281 -1.5547 -0.9556
H 1.0959 -0.2752 -1.8313
H 1.6869 -1.6514 1.3124
H -1.4549 -1.1930 -0.7618
H -0.2308 -2.2627 -0.3188
H -2.0151 -0.9319 1.5552
H -0.7288 -1.8271 2.0192
```

Results
- SMILES: [H]/N=C1\C[C@@H]1[C@@](C)(O)CN
- LUMO: 0.7371 eV

<3>
Density functional theory data (the ωB97M-V functional and the def2-TZVPD basis) for the molecule C6H12N2O.

XYZ file:
```
21
Properties=species:S:1:pos:R:3
C 0.6259 1.4060 -1.3410
C 0.1968 0.5393 -0.1759
C 1.6225 0.4684 0.9548
O 2.6998 0.1149 0.5877
C -1.0512 0.9603 0.5853
C -1.8680 -0.3326 0.7737
C -0.8731 -1.4422 0.4497
N -0.0569 -0.8298 -0.5816
N 0.9962 -1.6558 -1.0049
H 1.6298 1.1336 -1.6643
H 0.6287 2.4551 -1.0607
H -0.0625 1.2573 -2.1740
H 1.3554 0.6905 2.0052
H -1.6137 1.6975 0.0129
H -0.7920 1.4103 1.5441
H -2.2776 -0.4260 1.7784
H -2.6901 -0.3642 0.0580
H -0.2761 -1.7213 1.3339
H -1.3360 -2.3443 0.0495
H 1.4183 -1.2572 -1.8349
H 1.7239 -1.7597 -0.2959
```

Results
- SMILES: C[C@@]1(C=O)CCCN1N
- LUMO: 0.9042 eV

<4>
Density functional theory data (the ωB97M-V functional and the def2-TZVPD basis) for the molecule C6H12N2O.

XYZ file:
```
21
Properties=species:S:1:pos:R:3
C 0.7834 0.8820 -1.8620
C 0.0474 0.4442 -0.6223
C 0.6914 0.9992 0.7226
N -0.2694 1.5635 1.6472
C -1.4397 0.1850 -0.6988
C -0.4831 -0.9756 -0.5536
C -0.4680 -1.6819 0.7619
N 0.7500 -2.1741 1.1460
O -1.5129 -1.9916 1.3256
H 0.9263 1.9676 -1.8643
H 1.7636 0.3991 -1.9179
H 0.2251 0.6210 -2.7685
H 1.3641 1.8115 0.4227
H 1.3719 0.3204 1.2417
H -0.8813 0.8315 2.0045
H -0.8697 2.2258 1.1602
H -2.0872 0.3997 0.1453
H -1.9443 0.3095 -1.6517
H -0.3619 -1.6306 -1.4112
H 1.6132 -1.8412 0.7424
H 0.7812 -2.6650 2.0301
```

Results
- SMILES: C[C@@]1(CN)C[C@@H]1C(N)=O
- LUMO: 0.8108 eV

Most stable structure - <4>; separation to the second - 1.458 eV.